{
  "formula": "C12H21BO",
  "method": "ωB97M-V/def2-TZVPD",
  "total_energy_ha": -569.803432,
  "lumo_ev": 0.2,
  "orbital_gap_ev": 8.546,
  "total_charge": 0,
  "de_lowest_kcal_mol": 27.0,
  "symbols": ["B", "C", "C", "C", "C", "C", "C", "C", "C", "C", "C", "C", "C", "O", "H", "H", "H", "H", "H", "H", "H", "H", "H", "H", "H", "H", "H", "H", "H", "H", "H", "H", "H", "H", "H"],
  "coordinates": [[1.770437, -0.132461, -0.369501], [-1.165039, -2.841578, -0.917822], [-1.004183, -1.660628, -0.619026], [-3.758552, 0.988672, 0.175465], [-3.377880, 0.594988, -1.215635], [-3.102148, -0.026676, 1.128532], [-1.782481, 0.525144, -1.301165], [-1.598390, 0.061399, 1.183707], [-1.110580, -0.291397, -0.220959], [3.514130, -2.106030, 0.056223], [2.231583, 2.371710, -0.543552], [2.304192, -1.681224, -0.730314], [2.928448, 1.062275, -0.180895], [0.618613, 0.402500, -0.129219], [-1.269859, -3.787642, -1.260321], [-3.450325, 2.013113, 0.356139], [-4.857507, 1.109891, 0.473049], [-3.842579, -0.346185, -1.533834], [-3.803391, 1.255615, -1.987799], [-3.617819, 0.190604, 2.079309], [-3.569946, -0.980087, 0.900597], [-1.535206, 0.318478, -2.365339], [-1.314338, 1.598264, -1.177815], [-1.234884, 1.014143, 1.541083], [-1.272190, -0.745041, 1.918759], [3.904483, -3.067910, -0.284950], [4.292496, -1.434103, -0.058595], [3.299695, -2.174316, 1.061632], [1.349474, 2.180111, -1.167206], [1.924808, 3.126206, 0.140363], [3.055077, 2.883724, -1.125769], [2.387805, -1.940765, -1.780582], [1.465077, -2.326426, -0.394698], [3.869928, 0.700560, -0.669379], [3.163763, 1.042614, 0.887268]],
  "forces_ev_per_a": [[3.9877, -1.0550, -0.5121], [0.6659, 5.1451, 1.2803], [-0.7677, -3.1624, -0.0439], [-1.1972, 0.1515, 0.9693], [0.4082, 0.0181, -0.9573], [-2.4392, 1.6512, 1.0137], [-0.0711, 3.1362, -1.0432], [0.1167, -2.7963, 0.4776], [2.7352, 1.2784, -0.1936], [-0.2150, -1.0440, -1.9332], [2.3938, 0.5859, -2.7890], [-2.5886, 0.4835, 0.9412], [-1.3359, -2.0762, 0.9820], [-5.4167, -0.9205, 0.0423], [-0.1862, -2.3216, -0.7265], [0.7290, 0.1880, 0.1797], [1.0938, -0.7983, -1.0428], [0.4140, -0.3326, 0.4795], [0.6679, 0.3110, 0.2483], [0.9156, -0.0461, 0.2925], [0.7299, -0.5596, -0.3801], [0.2314, -0.6286, 0.9371], [-1.2028, -1.7067, 0.0313], [0.0572, 0.2848, -0.3054], [0.0545, 1.0618, -0.9469], [-0.1389, -0.1005, 0.0782], [1.7288, 1.4779, -0.1757], [-0.4623, -0.2060, 2.3334], [0.5026, 0.2880, -0.1329], [-0.0475, -0.0239, 1.4264], [-1.2661, 0.0927, 0.0157], [0.1583, 0.4566, -0.3499], [0.3944, 0.1137, -0.2380], [-0.7453, 1.1224, -0.1073], [0.0958, -0.0685, 0.1492]]
}